ORCA calculation (ωB97M-V with the def2-TZVPD basis set) on a cluster of 2 separate species, C4H5NO in total in a non-equilibrium geometry.

CARTESIAN COORDINATES (ANGSTROEM)
C 0.693 0.746 1.539
O -2.590 -1.036 -2.143
C 1.146 0.926 0.347
H -0.118 -1.640 -0.466
N 1.188 0.976 -0.875
H -0.851 -0.367 0.380
C -1.774 -1.028 -1.360
H 0.829 -0.155 2.065
H 0.428 1.590 2.100
H 2.072 1.154 -1.272
C -1.023 -1.166 -0.315

Calculated values
SMILES: C=C=N.C=C=O
Energy relative to the best compared isomer or geometry (same formula, charge and spin) in kcal per mole: 71.4
F_max in eV Å⁻¹: 3.1

***

ORCA calculation (ωB97M-V with the def2-TZVPD basis set) on a cluster of 3 separate species, C2H11NO3 in total in a non-equilibrium geometry.

CARTESIAN COORDINATES (ANGSTROEM)
H -0.618 2.116 -2.910
C 0.861 -1.037 0.034
O -0.502 0.034 1.795
H 1.914 -0.830 -0.130
H -1.536 2.834 0.219
H -0.124 -1.921 1.709
H -0.023 0.738 2.253
H 0.938 -2.359 -1.523
H -0.535 -2.222 -0.881
H 0.313 -0.163 -0.338
C 0.455 -1.040 1.519
O -0.625 2.529 0.085
H -0.784 1.318 -1.636
H 1.272 -0.902 2.219
H -0.529 1.904 0.823
N 0.449 -2.256 -0.643
O -0.927 1.258 -2.594

Calculated values
SMILES: NCCO.O.O
Energy relative to the best compared isomer or geometry (same formula, charge and spin) in kcal per mole: 17.4
F_max in eV Å⁻¹: 1.1

***

ORCA calculation (ωB97M-V with the def2-TZVPD basis set) on the molecule C4H4O.

CARTESIAN COORDINATES (ANGSTROEM)
H -0.298 -1.896 -1.339
H 1.831 0.988 0.668
H -0.797 -2.193 0.431
C 0.866 0.578 0.398
C 0.530 -0.652 0.121
C -0.337 1.418 0.100
C -0.179 -1.663 -0.284
H -0.196 2.176 -0.696
O -1.420 1.243 0.600

Calculated values
SMILES: C=C=CC=O
Energy relative to the best compared isomer or geometry (same formula, charge and spin) in kcal per mole: 41.0
F_max in eV Å⁻¹: 0.7

***

ORCA calculation (ωB97M-V with the def2-TZVPD basis set) on a structure of composition C4H16FN2O11V in a non-equilibrium geometry.

CARTESIAN COORDINATES (ANGSTROEM)
O 4.086 2.568 1.924
H -2.631 -3.716 1.614
N 2.099 -1.979 2.330
H 2.037 1.534 -1.713
C -0.786 -0.094 -3.380
O -1.338 0.045 -4.679
H -2.032 -0.593 -4.864
H -3.123 -2.060 0.999
H -1.473 -2.369 1.659
C -2.529 -2.635 1.709
O 2.538 1.765 3.248
H -2.365 3.369 0.573
H 3.434 -0.520 -1.713
H 2.480 -0.148 -3.094
O 1.755 0.709 -1.312
O 2.218 -1.419 3.408
H -0.522 3.143 -0.217
H -1.491 -0.145 -2.551
O -0.772 2.235 -0.030
H 1.942 -1.333 -1.961
H -2.832 1.769 0.716
H -3.889 -2.718 3.038
O -3.001 -2.354 3.016
O -0.356 -0.481 0.006
C -2.186 2.401 0.106
O 2.266 -3.157 2.141
N 2.983 2.142 2.124
C 2.404 -0.347 -2.025
O 2.141 2.095 1.198
F -0.361 0.844 2.714
O 1.752 -1.208 1.436
V 0.544 0.626 0.760
H -2.633 2.423 -0.888
H -0.074 0.664 -3.052
H -0.287 -1.053 -3.241

Calculated values
2S+1: 3
F_max in eV Å⁻¹: 4.3
E in eV: -58303.615

***

ORCA calculation (ωB97M-V with the def2-TZVPD basis set) on the molecule C6H13N in a non-equilibrium geometry.

CARTESIAN COORDINATES (ANGSTROEM)
H -0.831 0.196 -1.202
H -0.343 1.451 3.372
C 0.918 -1.704 -1.797
H 0.210 -2.821 -3.426
C 0.039 0.264 -0.552
C 0.634 -1.142 -0.428
H -0.766 3.151 3.019
H -1.517 0.420 0.781
H -1.910 1.959 2.634
H 1.346 -1.010 -2.523
C -0.263 1.964 1.280
C 0.265 -2.718 -2.352
H 1.526 -1.176 0.196
N -0.532 0.637 0.755
H 0.786 1.006 -0.818
H 0.813 2.131 1.209
H -0.634 2.735 0.579
H -0.338 -3.295 -1.657
C -0.827 2.118 2.665
H -0.140 -1.738 0.055

Calculated values
SMILES: C=CCCNCC
Energy relative to the best compared isomer or geometry (same formula, charge and spin) in kcal per mole: 29.5
F_max in eV Å⁻¹: 1.8

***

ORCA calculation (ωB97M-V with the def2-TZVPD basis set) on a cluster of 3 separate species, C20H37ClN4O8 in total in a non-equilibrium geometry.

CARTESIAN COORDINATES (ANGSTROEM)
N -1.234 0.104 3.295
H 6.498 -0.608 2.158
H -2.422 -0.530 -0.096
C -1.234 1.366 -2.244
O 7.162 0.136 0.385
C -2.641 -6.155 5.467
C -2.841 -3.860 5.169
H 1.461 2.401 -1.063
H -3.508 -1.615 3.974
C -2.758 3.269 -4.436
C -2.033 2.678 -1.993
O -3.178 -4.913 5.921
H -3.242 -1.562 -2.664
H -0.898 -1.808 1.730
H 0.761 -1.657 1.164
H 0.503 2.106 3.441
H -2.857 4.497 -2.713
O 5.666 0.937 -1.110
H -0.959 0.981 -1.259
O 7.898 0.920 -1.491
C -0.262 0.469 2.598
C -2.152 -1.370 -0.756
C -2.173 3.730 -3.103
H 7.041 0.862 -3.385
O -3.405 -2.775 5.700
O -4.698 0.548 -1.729
N -3.227 2.294 -1.233
C 6.074 -0.167 1.260
H -2.786 -2.209 -0.463
H -1.552 -6.131 5.481
H -3.004 -6.389 4.468
C 1.667 1.454 -1.570
C -0.660 -1.700 -0.421
H -2.984 -6.923 6.155
C -3.127 -1.564 4.991
H 7.179 2.489 -2.651
H -1.085 0.410 4.255
H -2.569 0.538 -3.710
H 8.620 1.650 -3.245
H -3.636 -0.758 5.515
H -1.494 -1.485 -2.787
Cl -4.359 2.502 -4.556
H -0.506 1.904 -4.251
C -2.453 0.429 -2.626
H -0.599 -2.794 -0.440
H -2.843 1.937 -0.352
H -2.062 -1.360 4.987
H 1.152 0.634 -1.074
C -3.656 1.029 -1.829
H -1.238 4.248 -3.302
O -2.148 -3.889 4.184
O -2.172 3.450 -5.406
C -2.360 -1.061 -2.257
H 5.535 0.740 1.533
H -1.399 3.211 -1.263
H 1.067 0.745 4.086
C 6.795 0.689 -0.773
C -0.225 1.284 -3.395
H -0.012 -1.269 -1.189
H -1.044 0.624 0.831
H 1.567 2.608 -3.404
H -0.258 0.250 -3.759
C 1.259 1.618 -3.053
H 2.733 1.212 -1.512
H 1.877 0.910 -3.621
C 7.654 1.515 -2.765
C -0.262 -1.292 0.998
N -0.219 0.166 1.210
N 0.865 1.186 3.192
H 5.398 -0.887 0.799

Calculated values
SMILES: [H]/N=C(\N)NCCCC[C@H]1C(=O)N[C@H](CC(=O)Cl)[C@@H]1CCC.COC(=O)OC.COC(=O)OC
F_max in eV Å⁻¹: 4.6
E in eV: -56201.836

***

ORCA calculation (ωB97M-V with the def2-TZVPD basis set) on a cluster of 2 separate species, C6H14O2 in total in a non-equilibrium geometry.

CARTESIAN COORDINATES (ANGSTROEM)
C 0.071 -0.547 -1.286
C 1.902 1.579 -1.632
H -0.004 -1.006 1.518
H -0.851 -2.717 1.453
C 0.133 0.610 -0.199
O -0.551 -2.801 0.516
H 0.463 -0.136 -2.261
C -0.278 0.070 1.204
H -2.453 -0.484 0.683
H 2.157 0.828 0.342
H 0.316 0.538 1.991
H 0.639 -1.436 -1.067
O 1.145 1.831 -2.542
H -0.253 -3.741 0.251
H -1.043 -0.512 -1.350
H 2.991 1.276 -1.733
H -0.733 1.280 -0.533
C 1.397 1.433 -0.180
H 1.288 2.310 0.473
H -2.345 1.176 0.817
C -1.833 0.255 1.265
H -2.159 0.192 2.269

Calculated values
SMILES: CC[C@H](C)CC=O.O
Energy relative to the best compared isomer or geometry (same formula, charge and spin) in kcal per mole: 65.0
F_max in eV Å⁻¹: 3.0

***

ORCA calculation (ωB97M-V with the def2-TZVPD basis set) on the molecule CH5NO2S in a non-equilibrium geometry.

CARTESIAN COORDINATES (ANGSTROEM)
N -0.299 1.851 0.345
O 0.059 -1.059 0.206
S -1.141 0.077 0.474
H -1.221 -0.328 1.839
H 0.870 0.141 -0.990
C 1.256 -0.713 -0.389
H 2.008 -0.380 0.373
O -2.294 -0.226 -0.266
H 1.583 -1.549 -1.161
H -0.821 2.187 -0.432

Calculated values
SMILES: CO[S@@H](=N)=O
Energy relative to the best compared isomer or geometry (same formula, charge and spin) in kcal per mole: 131.5
F_max in eV Å⁻¹: 6.7

***

ORCA calculation (ωB97M-V with the def2-TZVPD basis set) on a structure of composition C34H41BF3N8O3S5Sr.

CARTESIAN COORDINATES (ANGSTROEM)
H 0.246 -2.855 -8.088
C 1.586 -2.390 -5.005
H -0.947 -3.250 -0.903
H 4.367 2.632 0.776
C -0.079 -1.111 -6.889
C -1.644 4.911 3.707
H -0.350 -6.162 0.072
H 0.196 -5.766 1.713
H -1.049 -1.723 4.693
O 1.786 -0.705 -2.501
Sr -0.053 0.205 -0.934
C -0.877 -2.170 3.730
H 4.016 -0.494 -1.311
C -3.393 3.700 -2.282
C -4.385 1.514 -2.165
N 0.120 -1.713 2.896
H -2.389 -3.719 3.420
H 0.766 -4.809 0.331
N -0.893 2.599 3.379
H -2.605 -3.180 -0.292
C -1.538 -3.153 3.099
S -1.677 0.583 1.677
C 4.314 0.527 -1.075
H -1.875 4.696 4.752
N -0.939 -3.324 1.862
S 1.914 1.681 0.981
C -0.086 -5.344 0.745
C 1.293 -2.994 -6.221
H -2.358 5.652 3.347
C -1.739 -3.827 -0.434
C 4.410 -1.090 2.123
H -3.341 -4.607 1.618
N 0.458 0.814 -3.543
C -0.732 1.332 2.878
H 3.249 -2.091 3.697
H -2.193 -5.712 2.416
C -3.243 3.216 2.868
H -1.958 4.773 0.993
H 0.140 3.731 4.915
C 0.779 1.689 4.475
H 1.345 -0.907 4.550
C 0.076 -2.417 1.745
N 4.057 -0.013 1.325
C -2.216 3.104 -1.869
H -2.703 -5.999 0.751
H -0.284 4.328 1.422
N 2.378 -0.427 2.665
H 5.036 0.865 -1.821
C 3.375 -1.336 2.942
B 1.033 -0.575 3.425
C 0.064 2.818 4.358
H 3.430 1.153 -1.138
H 5.943 2.480 -0.024
C -5.666 0.753 -2.362
C -4.493 2.872 -2.411
C 1.162 -0.321 -3.507
H -3.441 2.422 2.154
F -6.666 1.317 -1.621
C 0.224 -0.526 -5.678
H -5.450 3.276 -2.719
C 2.793 0.381 1.661
C 4.958 0.598 0.308
N 0.283 0.767 3.579
H -3.504 2.860 3.867
H 5.776 2.052 1.689
H 1.701 -3.971 -6.449
H 1.592 1.447 5.137
H 5.350 -1.598 2.043
C 6.265 -0.193 0.263
C 1.038 -1.147 -4.753
F -6.094 0.845 -3.649
C 0.469 -2.362 -7.150
C -1.779 3.661 2.834
O -1.686 1.135 -4.848
H 6.906 0.271 -0.486
S 1.093 -2.193 0.382
S -0.260 1.045 -4.981
H -2.020 -4.643 -1.103
H 6.794 -0.170 1.217
C -1.323 3.991 1.416
C -2.454 -5.224 1.475
F -5.656 -0.536 -2.053
S -2.798 -0.704 -1.537
H -0.727 -0.620 -7.604
H -1.402 3.103 0.795
C -1.290 -4.414 0.904
H 2.211 -2.867 -4.261
H -0.650 5.355 3.641
H -3.873 4.076 2.633
H -3.442 4.758 -2.494
C 5.276 2.037 0.717
H -1.315 3.697 -1.749
H 6.098 -1.229 -0.036
N -2.095 1.813 -1.605
O 0.404 2.081 -5.732
C -3.137 0.964 -1.783

Calculated values
Energy relative to the best compared isomer or geometry (same formula, charge and spin) in kcal per mole: 0.0
Charge: -1
F_max in eV Å⁻¹: 0.4

***

ORCA calculation (ωB97M-V with the def2-TZVPD basis set) on a structure of composition C36H52AsBClN6O4PtS3.

CARTESIAN COORDINATES (ANGSTROEM)
C -0.461 3.433 -4.505
H -1.873 2.725 5.658
H 0.846 4.737 -6.496
H 0.019 5.129 -8.779
N 1.733 -0.788 1.569
H 0.367 1.070 -6.702
S 1.175 -1.361 -2.209
O 3.954 0.375 -0.299
C 3.582 -2.771 3.885
N -1.197 -1.024 -0.078
C -2.564 2.049 5.151
H 5.301 -0.625 3.989
N -1.132 -1.988 0.857
Cl 3.484 1.625 -0.818
N 1.268 -0.830 0.362
C -3.260 -3.961 2.808
O 2.413 2.117 0.058
C -0.887 3.569 -5.886
H -3.437 -2.977 3.245
C 3.432 -1.386 3.232
H 2.797 -3.642 -2.166
H -3.225 2.632 4.507
S 0.196 2.903 -0.813
O 4.506 2.589 -0.954
H -2.353 -0.884 3.319
C -1.789 3.974 -8.485
H -0.951 -5.360 0.620
C 1.806 -1.578 -0.632
C 3.509 -3.291 -1.421
H 4.311 -3.400 3.375
B -0.024 -0.013 -0.003
H -2.715 -5.507 0.565
H 2.352 0.459 3.667
H 0.161 -3.781 2.257
C -1.862 -5.320 1.220
H 2.627 -3.299 3.923
H 2.340 2.930 -5.961
H -0.838 0.375 -5.586
C -0.749 0.317 5.268
H -3.179 1.587 5.922
C -0.097 4.313 -6.818
C -0.086 4.818 1.593
N -0.354 1.105 1.051
C 2.866 -2.471 -0.355
C -0.189 2.414 0.786
C 0.213 0.626 -5.720
H -1.285 3.253 -3.818
H -3.234 -0.619 4.832
C 2.469 2.498 -4.970
H -1.825 -6.128 1.950
H -3.961 -3.555 0.059
C -2.572 3.210 -7.587
C -2.833 -0.131 3.945
H 1.651 -0.997 4.397
H 5.463 -1.369 2.400
C 2.803 -1.537 1.871
C -0.818 2.876 3.019
C -4.358 -1.747 -1.943
C -0.553 4.531 -8.083
H -3.975 -1.778 -2.964
H 2.884 3.226 -4.276
H 3.935 -2.637 4.907
H 3.156 1.655 -5.028
H -0.328 -0.566 4.789
H -2.704 2.408 -5.618
H -0.332 5.395 2.481
C -3.239 -1.846 -0.956
H -1.198 0.021 6.216
O 2.863 1.379 -2.145
S -2.074 0.329 -2.181
H -5.067 -2.561 -1.808
C 4.817 -0.746 3.020
H -3.523 2.811 -7.911
C -1.983 -3.974 1.953
C -2.120 2.990 -6.321
C 3.342 -2.429 0.933
C -1.145 1.518 3.152
H 4.031 -4.143 -0.992
H -3.667 0.304 3.390
H 4.182 -3.049 1.215
H -4.889 -0.801 -1.826
Pt 0.381 0.837 -1.882
C -2.163 -0.915 -0.992
C -0.759 -3.766 2.844
H 0.060 1.019 5.482
H -2.134 4.123 -9.500
H 0.969 4.976 1.359
C -0.361 3.365 1.815
H -0.712 -4.568 3.580
H -0.966 3.550 3.850
H 0.805 -0.286 -5.651
C -1.833 0.950 4.376
H -3.156 -4.678 3.621
N -0.838 0.659 2.181
C 2.584 -0.495 4.141
H 3.130 -0.301 5.062
H -0.809 -2.813 3.374
H 0.151 4.273 -4.172
H 4.733 0.234 2.548
C -2.084 -2.877 0.910
As 0.788 1.829 -4.308
H -4.141 -4.247 2.233
H -0.668 5.206 0.757
C -3.175 -2.814 0.001
H 4.248 -2.666 -1.933

Calculated values
2S+1: 5
Energy relative to the best compared isomer or geometry (same formula, charge and spin) in kcal per mole: 15.0
Charge: +3
F_max in eV Å⁻¹: 0.7

***

ORCA calculation (ωB97M-V with the def2-TZVPD basis set) on a cluster of 2 separate species, C5H16N4 in total in a non-equilibrium geometry.

CARTESIAN COORDINATES (ANGSTROEM)
N 0.368 1.746 -1.034
C -1.898 -0.292 1.404
C -1.316 -0.826 0.098
C -1.606 -2.320 0.010
H 0.375 0.862 0.750
H 0.810 1.575 -1.936
H -0.625 1.439 -1.145
H -1.120 -2.865 0.822
H 2.762 -1.017 -0.777
N 0.908 0.726 -0.130
H -1.414 -0.755 2.267
H -2.986 -0.481 1.481
H 3.652 2.253 0.751
H -1.765 0.791 1.491
H -3.038 -0.151 -0.885
H 2.089 2.828 0.439
C 2.336 0.857 0.073
H -1.811 -0.522 -1.884
C 3.145 -0.136 -0.290
H 4.213 -0.054 -0.164
N -2.018 -0.084 -0.990
N 2.668 2.042 0.702
H 0.238 -0.339 -0.207
H -1.279 -2.747 -0.942
H -2.688 -2.532 0.092

Calculated values
Energy relative to the best compared isomer or geometry (same formula, charge and spin) in kcal per mole: 103.7
F_max in eV Å⁻¹: 2.6

***

ORCA calculation (ωB97M-V with the def2-TZVPD basis set) on a cluster of 6 separate species, H12O6 in total.

CARTESIAN COORDINATES (ANGSTROEM)
O 3.735 -0.878 1.577
H -3.569 -0.107 -1.076
H 0.726 6.051 -0.276
O 2.250 -2.936 -1.504
O -2.639 0.005 -0.851
H 2.378 -3.257 -0.604
O 0.034 -0.460 0.176
O -4.888 -1.375 0.974
H 0.839 -0.569 -0.343
H 2.508 -2.008 -1.460
H -4.752 -1.829 1.813
H -2.186 -0.035 -1.701
H -3.996 -1.231 0.637
H 3.829 -1.361 0.748
O 0.582 5.100 -0.329
H 0.819 4.777 0.547
H 4.539 -0.349 1.632
H -0.209 0.463 0.040

Calculated values
SMILES: O.O.O.O.O.O
Energy relative to the best compared isomer or geometry (same formula, charge and spin) in kcal per mole: 43.2
F_max in eV Å⁻¹: 0.3

***

Asked for M across the records above, the calculation gives 83.090 97.114 68.075 338.117 99.177 496.989 118.176 95.123 925.516 1045.316 132.211 108.090 g/mol in order.